ORCA calculation (ωB97M-V/def2-TZVPD) on 16 unconnected molecules or ions with the total composition C19H66F3N30O17 in a non-equilibrium geometry.

Atoms and positions in Å:
1 C -4.053 -19.053 -28.538
2 O -3.389 -20.011 -29.396
3 O -3.432 -19.104 -27.306
4 C -3.887 -17.726 -29.380
5 F -2.721 -17.218 -29.198
6 F -3.912 -18.036 -30.671
7 F -4.855 -16.860 -29.216
8 C -4.196 -21.011 -29.964
9 C -3.192 -21.763 -30.792
10 H -3.671 -22.391 -31.542
11 H -2.737 -20.975 -31.392
12 H -2.501 -22.431 -30.278
13 H -5.045 -20.700 -30.574
14 H -4.757 -21.715 -29.350
15 H -5.099 -19.328 -28.404
16 C -7.099 -24.553 -31.564
17 O -8.227 -24.256 -31.181
18 N -6.154 -23.720 -31.803
19 N -6.724 -25.703 -31.918
20 H -5.286 -24.112 -32.139
21 H -6.297 -22.720 -31.776
22 H -7.456 -26.396 -31.859
23 H -5.748 -25.855 -32.130
24 C -1.441 -14.502 -31.143
25 O -1.664 -13.904 -32.212
26 N -0.893 -15.701 -30.970
27 N -1.915 -14.103 -29.968
28 H -0.520 -16.108 -31.815
29 H -0.663 -16.084 -30.064
30 H -1.689 -14.580 -29.107
31 H -2.514 -13.291 -29.927
32 C -2.896 -25.814 -33.398
33 O -3.972 -25.588 -32.867
34 N -2.312 -26.939 -33.580
35 N -2.208 -24.812 -33.850
36 H -2.906 -27.723 -33.350
37 H -1.581 -27.077 -34.262
38 H -2.609 -23.891 -33.739
39 H -1.255 -24.946 -34.157
40 C -5.560 -16.161 -32.875
41 O -6.285 -17.030 -32.321
42 N -4.589 -15.604 -32.290
43 N -5.974 -15.496 -33.967
44 H -4.142 -14.922 -32.886
45 H -4.326 -16.045 -31.421
46 H -6.948 -15.747 -34.055
47 H -5.545 -14.673 -34.366
48 C -0.667 -19.385 -23.450
49 O -0.034 -19.126 -22.409
50 N -0.853 -18.523 -24.405
51 N -1.333 -20.506 -23.717
52 H -0.167 -17.783 -24.364
53 H -1.478 -18.769 -25.159
54 H -1.715 -20.686 -24.635
55 H -1.429 -21.248 -23.039
56 C -7.762 -20.442 -32.130
57 O -6.676 -21.059 -32.143
58 N -8.886 -21.052 -32.459
59 N -7.942 -19.187 -32.026
60 H -9.713 -20.473 -32.439
61 H -8.846 -22.014 -32.767
62 H -7.178 -18.595 -31.732
63 H -8.699 -18.727 -32.511
64 C -3.346 -20.447 -34.771
65 O -2.431 -20.379 -35.573
66 N -3.592 -19.503 -33.884
67 N -4.021 -21.542 -34.638
68 H -3.007 -18.714 -34.118
69 H -4.365 -19.461 -33.236
70 H -3.756 -22.254 -35.303
71 H -4.930 -21.498 -34.198
72 C 0.298 -25.406 -28.936
73 O -0.015 -26.225 -29.777
74 N 1.287 -25.519 -28.103
75 N -0.490 -24.393 -28.605
76 H 1.731 -26.425 -28.087
77 H 1.304 -24.763 -27.434
78 H -0.465 -23.930 -27.707
79 H -1.294 -24.262 -29.202
80 C -4.897 -12.204 -28.627
81 O -3.631 -12.010 -28.831
82 N -5.427 -13.404 -28.463
83 N -5.821 -11.243 -28.569
84 H -4.741 -14.145 -28.455
85 H -6.332 -13.574 -28.047
86 H -5.547 -10.272 -28.534
87 H -6.765 -11.569 -28.416
88 C -6.033 -19.947 -24.668
89 O -6.656 -19.316 -25.469
90 N -6.478 -20.674 -23.636
91 N -4.734 -19.971 -24.730
92 H -7.458 -20.511 -23.450
93 H -5.902 -21.074 -22.910
94 H -4.535 -19.357 -25.507
95 H -4.026 -20.302 -24.090
96 C 0.273 -18.810 -28.473
97 O 1.442 -18.960 -28.606
98 N -0.385 -17.947 -27.841
99 N -0.569 -19.559 -29.069
100 H 0.156 -17.288 -27.300
101 H -1.329 -18.141 -27.540
102 H -0.385 -20.441 -29.526
103 H -1.524 -19.234 -29.021
104 C -8.372 -17.525 -28.107
105 O -8.391 -16.496 -27.530
106 N -7.608 -18.456 -27.816
107 N -9.013 -17.870 -29.173
108 H -7.002 -18.376 -27.013
109 H -7.566 -19.345 -28.295
110 H -9.894 -17.379 -29.225
111 H -8.980 -18.810 -29.542
112 C -2.348 -22.632 -26.429
113 O -1.981 -23.752 -26.122
114 N -3.522 -22.371 -26.832
115 N -1.705 -21.534 -26.418
116 H -3.904 -21.450 -26.992
117 H -4.085 -23.205 -26.741
118 H -1.992 -20.706 -26.920
119 H -0.737 -21.648 -26.154
120 C 0.488 -20.198 -32.292
121 O 0.766 -21.364 -31.964
122 N -0.568 -19.872 -32.941
123 N 1.295 -19.202 -32.127
124 H -1.264 -20.598 -33.037
125 H -0.787 -18.886 -32.923
126 H 0.996 -18.276 -32.395
127 H 2.214 -19.304 -31.719
128 C -3.919 -15.855 -25.186
129 O -3.695 -15.089 -24.338
130 N -4.889 -16.804 -25.180
131 N -3.128 -16.052 -26.262
132 H -4.934 -17.601 -25.798
133 H -5.424 -16.837 -24.324
134 H -2.245 -15.602 -26.457
135 H -3.412 -16.683 -26.999

Output
HOMO-LUMO gap (spin up / spin down) = 8.9 / 3.7 eV
<S²> = 0.76
DFT total energy = -108441.7923 eV
2S+1 = 2
E_LUMO (spin up / spin down) = -0.006 / -0.200 Ha